No. 1
The following is a quantum chemistry calculation of a 2-piece molecular cluster, C16H32BF2N2O8S2 overall, from OMol25.

Cartesian coordinates (Å):
S1 2.97 -0.39 -5.86
S2 1.05 -0.50 -4.10
F1 0.21 -1.15 -5.28
F2 3.83 0.81 -6.47
O1 -6.26 -1.70 0.14
O2 0.02 0.25 -3.40
O3 2.30 -0.88 -7.05
O4 -4.25 -0.51 -0.48
O5 -3.67 0.54 4.08
O6 1.55 -1.65 -3.39
O7 -4.96 -0.63 1.77
O8 4.01 -1.23 -5.33
N1 -1.30 0.11 3.14
N2 2.09 0.42 -4.83
C1 0.85 3.22 -0.60
C2 2.12 -2.34 -0.58
C3 2.34 0.15 0.15
C4 -5.26 -1.02 0.41
C5 2.68 2.51 1.27
C6 1.50 3.50 0.84
C7 1.46 -3.55 0.25
C8 -0.75 3.07 -0.61
C9 -3.06 -2.10 1.70
C10 -1.91 0.66 -0.24
C11 0.17 -3.10 1.09
C12 2.25 0.99 1.54
C13 -3.49 -0.54 1.69
C14 -1.34 1.99 0.43
C15 2.96 -1.32 0.33
C16 -3.38 0.30 0.35
B1 -2.80 0.06 3.04
H1 -3.15 0.79 4.88
H2 -3.91 -2.73 2.16
H3 1.31 -1.84 -1.21
H4 -0.11 -2.02 0.84
H5 -2.17 -2.24 2.40
H6 3.10 2.90 2.27
H7 3.07 0.73 -0.54
H8 -2.21 2.49 1.01
H9 -1.15 2.79 -1.65
H10 4.04 -1.27 -0.08
H11 -1.22 -0.24 -0.08
H12 -0.56 1.73 1.21
H13 -3.91 1.29 0.53
H14 -1.16 4.11 -0.29
H15 1.08 4.13 -1.27
H16 3.57 2.52 0.54
H17 2.21 -4.04 0.96
H18 3.04 0.52 2.23
H19 -1.03 -0.70 3.74
H20 1.95 4.56 0.80
H21 -2.83 -2.40 0.62
H22 1.34 0.16 -0.41
H23 -1.00 0.98 3.60
H24 -0.73 -3.75 0.80
H25 2.87 -2.81 -1.32
H26 0.64 3.57 1.60
H27 3.02 -1.63 1.43
H28 -2.07 0.76 -1.38
H29 1.13 -4.32 -0.53
H30 1.25 0.86 2.07
H31 0.37 -3.19 2.22
H32 1.28 2.32 -1.16

Its LUMO energy is 1.55 eV. Its frontier orbital gap is 8.515 eV. Its HOMO energy is -7.0 eV. As for the net charge: -1.

Here are the Löwdin charges for atoms 1 to 2, given in e:
1. S 0.50
2. S 0.49


No. 2
The following is a quantum chemistry calculation of C15H44FIN3O6S6 as an isolated structure, from OMol25.

Cartesian coordinates (Å):
I1 -2.86 6.03 -3.24
S1 6.24 1.83 -3.00
S2 0.36 -2.92 -3.71
S3 4.43 0.05 3.11
S4 -3.68 -2.72 4.51
S5 0.01 0.75 0.24
S6 -6.21 -0.16 4.69
F1 2.18 2.52 -2.20
O1 3.57 -1.00 2.49
O2 -6.18 0.01 3.22
O3 6.83 1.42 -1.70
O4 -3.44 -2.84 5.97
O5 0.59 -3.23 -2.28
O6 -1.35 1.22 0.65
N1 -1.66 4.10 -0.88
N2 -1.10 2.60 -2.55
N3 -2.84 4.01 -2.85
C1 4.77 0.83 -3.24
C2 6.13 -0.36 2.71
C3 -1.29 -3.50 -4.12
C4 -0.22 -0.42 -1.10
C5 -2.20 -1.98 3.80
C6 7.22 1.06 -4.29
C7 0.17 3.02 -3.22
C8 0.52 -0.47 1.44
C9 -3.44 -4.35 3.80
C10 1.24 -4.14 -4.68
C11 -1.87 3.59 -2.14
C12 4.33 1.50 2.05
C13 -6.88 1.36 5.38
C14 1.24 3.49 -2.30
C15 -7.63 -1.18 5.08
H1 -2.09 3.62 -0.12
H2 5.03 2.25 2.39
H3 -2.13 -0.96 4.15
H4 -0.27 -1.21 1.54
H5 1.45 -0.94 1.12
H6 -3.48 -4.28 2.71
H7 -0.93 -1.19 -0.80
H8 6.23 -0.51 1.64
H9 -0.02 3.74 -3.99
H10 -1.61 1.97 -3.16
H11 6.75 1.24 -5.25
H12 7.31 -0.01 -4.09
H13 -1.32 -2.54 4.11
H14 4.55 1.21 1.02
H15 -1.39 -4.54 -3.82
H16 0.97 -5.14 -4.33
H17 6.38 -1.27 3.25
H18 -7.03 1.23 6.45
H19 0.68 0.04 2.39
H20 -1.45 -3.40 -5.19
H21 8.21 1.52 -4.27
H22 1.00 -4.02 -5.73
H23 -7.82 1.60 4.89
H24 -2.47 -4.75 4.12
H25 -1.14 4.93 -0.69
H26 1.72 4.36 -2.70
H27 5.01 -0.23 -3.12
H28 -7.75 -1.23 6.17
H29 -2.29 -1.99 2.71
H30 -2.01 -2.89 -3.58
H31 6.78 0.46 3.04
H32 -8.52 -0.77 4.61
H33 4.37 1.02 -4.23
H34 3.31 1.89 2.12
H35 2.31 -3.98 -4.53
H36 4.04 1.12 -2.49
H37 -6.16 2.15 5.20
H38 0.73 -0.88 -1.36
H39 -7.43 -2.18 4.70
H40 0.53 2.15 -3.71
H41 -0.61 0.11 -1.96
H42 -4.24 -4.99 4.15
H43 -3.03 3.44 -3.66
H44 0.86 3.68 -1.32

Its LUMO energy is -5.55 eV. Its frontier orbital gap is 4.405 eV. Its HOMO energy is -10.0 eV. As for the net charge: +1.

Here are the Löwdin charges for atoms 1 to 2, given in e:
1. I 1.02
2. S 0.79


No. 3
The following is a quantum chemistry calculation of H26O13 as an isolated structure, from OMol25.

Cartesian coordinates (Å):
O1 -0.25 -1.62 2.03
O2 1.02 -1.23 -1.89
O3 2.17 0.10 1.28
O4 1.30 1.14 -0.45
O5 -1.67 -2.22 -0.71
O6 -0.47 -0.38 -0.09
O7 -2.04 0.02 -2.22
O8 -0.38 1.53 -2.29
O9 -2.51 0.70 -0.23
O10 -1.16 1.15 1.86
O11 2.96 -0.42 -1.65
O12 0.19 2.72 0.94
O13 0.73 -0.08 2.73
H1 -2.62 -0.72 -2.41
H2 0.34 -2.37 2.02
H3 0.00 -0.43 2.20
H4 0.23 -0.49 -0.74
H5 -1.89 0.77 0.49
H6 1.92 0.78 0.18
H7 0.36 -1.03 -2.55
H8 0.76 -0.66 3.49
H9 -1.83 -2.32 0.23
H10 1.56 -1.91 -2.29
H11 -1.36 -1.32 -0.81
H12 -0.48 1.78 2.08
H13 2.09 -0.62 -1.30
H14 -1.40 0.75 2.69
H15 2.79 -0.25 1.92
H16 -2.13 0.16 -1.28
H17 -0.88 0.72 -2.18
H18 0.61 1.99 0.50
H19 1.32 -0.22 1.57
H20 -0.45 3.06 0.31
H21 -0.19 0.38 0.43
H22 -0.60 -1.56 1.14
H23 3.20 -1.20 -2.15
H24 0.39 1.41 -1.74
H25 1.76 1.08 -1.29
H26 -3.37 0.78 0.18

Its LUMO energy is -0.14 eV. Its frontier orbital gap is 9.514 eV. Its HOMO energy is -9.7 eV. The value obtained for the energy above the lowest of the compared OMol25 structures with the same formula, charge and spin is 12.545 eV.

Here are the Löwdin charges for atoms 1 to 2, given in e:
1. O 0.03
2. O -0.01


No. 4
The following is a quantum chemistry calculation of C3H11N5O as an isolated structure, from OMol25.

Cartesian coordinates (Å):
O1 -0.73 2.32 0.23
N1 0.96 0.63 0.77
N2 -0.87 0.21 -0.86
N3 1.89 1.36 -0.01
N4 -0.94 -1.79 0.24
N5 -1.06 0.85 1.99
C1 -0.26 -0.96 -0.61
C2 0.54 -1.60 -1.71
C3 -0.47 1.22 0.74
H1 -0.13 -2.02 -2.45
H2 -1.51 -1.28 0.91
H3 -0.49 -2.65 0.49
H4 -2.06 1.04 1.96
H5 -1.20 0.93 -1.49
H6 1.49 2.30 -0.14
H7 1.86 0.95 -0.95
H8 1.16 -0.86 -2.21
H9 1.17 -2.40 -1.31
H10 -0.66 1.40 2.75
H11 1.31 0.34 1.68

Its LUMO energy is 0.65 eV. Its frontier orbital gap is 8.992 eV. Its HOMO energy is -8.3 eV. The value obtained for the energy above the lowest of the compared OMol25 structures with the same formula, charge and spin is 3.925 eV.

Here are the Löwdin charges for atoms 1 to 2, given in e:
1. O -0.06
2. N -0.11


No. 5
The following is a quantum chemistry calculation of a 7-piece molecular cluster, C5H24N2O6 overall, from OMol25.

Cartesian coordinates (Å):
O1 -0.78 1.47 -2.90
O2 3.19 -0.12 2.42
O3 0.27 1.99 0.35
O4 1.94 2.77 -1.75
O5 1.80 -0.55 -0.83
O6 0.26 -3.01 -0.49
N1 0.69 -0.90 1.59
N2 -2.69 -0.12 -1.46
C1 -2.23 -0.69 -2.52
C2 -2.37 -0.04 0.90
C3 -1.90 -0.43 -0.29
C4 -0.32 -0.15 2.46
C5 -1.82 -0.60 2.20
H1 0.01 1.40 -2.37
H2 -3.29 0.56 0.93
H3 0.45 -1.91 1.32
H4 2.26 0.29 -0.66
H5 -1.95 -1.70 2.26
H6 -3.52 0.48 -1.33
H7 -0.59 1.97 -3.70
H8 -0.96 -1.01 -0.42
H9 -1.39 -1.32 -2.67
H10 -0.42 -3.50 -0.95
H11 0.48 2.71 0.95
H12 1.10 -0.28 0.84
H13 -2.40 -0.26 3.14
H14 2.13 -0.92 -1.65
H15 0.00 -0.44 3.55
H16 3.44 0.37 3.22
H17 -2.97 -0.64 -3.42
H18 -0.05 0.88 2.33
H19 1.66 3.60 -2.16
H20 1.40 -1.10 2.32
H21 4.07 -0.56 2.18
H22 1.11 -3.18 -0.92
H23 0.52 2.31 -0.52
H24 2.87 2.64 -1.94

Its LUMO energy is -6.93 eV. Its frontier orbital gap is 9.433 eV. Its HOMO energy is -16.4 eV. As for the net charge: +2. The value obtained for the energy above the lowest of the compared OMol25 structures with the same formula, charge and spin is 2.062 eV.

Here are the Löwdin charges for atoms 1 to 2, given in e:
1. O -0.03
2. O -0.07


No. 6
The following is a quantum chemistry calculation of C6H8OS as an isolated structure, from OMol25.

Cartesian coordinates (Å):
S1 0.83 1.56 0.44
O1 0.42 -0.89 -0.51
C1 -0.46 0.34 0.02
C2 1.71 -0.80 0.03
C3 -1.63 0.57 -0.85
C4 2.15 0.62 -0.33
C5 -1.48 -0.20 1.03
C6 -2.48 -0.09 -0.09
H1 -1.30 -1.26 1.38
H2 2.95 0.93 0.17
H3 -1.67 0.87 -1.94
H4 -1.79 0.60 1.77
H5 2.15 0.80 -1.38
H6 -3.45 -0.61 -0.35
H7 2.26 -1.66 -0.42
H8 1.80 -0.78 1.04

Its LUMO energy is 0.93 eV. Its frontier orbital gap is 9.709 eV. Its HOMO energy is -8.8 eV. The value obtained for the energy above the lowest of the compared OMol25 structures with the same formula, charge and spin is 3.161 eV.

Here are the Löwdin charges for atoms 1 to 2, given in e:
1. S 0.93
2. O -0.15